No. 1
{
  "formula": "C36H87AsF6N9O6Pb",
  "method": "ωB97M-V/def2-TZVPD",
  "lumo_energy_ev": -2.91,
  "charge": 1,
  "relative_energy_kcal_mol": 0.0,
  "gap_ev": 6.39,
  "elements": ["Pb", "As", "F", "F", "F", "F", "F", "F", "C", "C", "N", "C", "C", "C", "C", "H", "H", "H", "H", "H", "H", "H", "H", "H", "H", "H", "H", "H", "H", "H", "C", "C", "N", "C", "C", "C", "C", "H", "H", "H", "H", "H", "H", "H", "H", "H", "H", "H", "H", "H", "H", "H", "C", "C", "N", "C", "C", "C", "C", "H", "H", "H", "H", "H", "H", "H", "H", "H", "H", "H", "H", "H", "H", "H", "C", "C", "O", "N", "C", "H", "H", "H", "H", "H", "H", "H", "C", "C", "O", "N", "C", "H", "H", "H", "H", "H", "H", "H", "C", "C", "O", "N", "C", "H", "H", "H", "H", "H", "H", "H", "C", "C", "O", "N", "C", "H", "H", "H", "H", "H", "H", "H", "C", "C", "O", "N", "C", "H", "H", "H", "H", "H", "H", "H", "C", "C", "O", "N", "C", "H", "H", "H", "H", "H", "H", "H"],
  "coordinates": [[1.6462, -0.3789, 4.2212], [1.1422, 0.1814, 0.0868], [1.3349, -0.3214, 1.8483], [1.1335, -1.5028, -0.4366], [1.0518, 0.7971, -1.6134], [1.1676, 1.8608, 0.8179], [2.9314, 0.2289, -0.0117], [-0.6710, 0.1704, 0.2068], [3.6569, 2.1705, -3.0625], [2.4709, 3.1945, -3.1416], [2.8939, 4.5750, -3.2382], [3.6272, 5.0524, -2.0362], [2.6981, 5.0662, -0.7487], [1.8295, 5.4764, -3.6106], [1.4346, 5.2544, -5.0992], [4.3136, 2.3207, -2.2057], [4.3360, 2.1837, -3.9150], [3.1805, 1.1921, -2.9989], [1.7702, 2.9614, -3.9434], [1.7705, 3.1146, -2.3103], [4.4993, 4.4228, -1.8595], [4.0784, 6.0291, -2.2112], [1.7808, 5.6494, -0.8299], [2.3121, 4.0866, -0.4669], [3.2721, 5.4364, 0.1008], [2.1571, 6.5024, -3.4431], [0.9732, 5.4284, -2.9379], [2.2412, 5.6063, -5.7424], [0.6004, 5.8981, -5.3782], [1.1862, 4.2437, -5.4228], [-2.1676, -7.2313, 1.5843], [-1.0662, -7.4455, 0.4562], [-0.4176, -6.1716, 0.1361], [-1.3110, -5.2529, -0.6382], [-0.6843, -3.9217, -0.9735], [0.8709, -6.3161, -0.5606], [0.8629, -7.0678, -1.9156], [-3.0078, -6.6784, 1.1644], [-1.7246, -6.8363, 2.4986], [-2.6177, -8.1711, 1.9042], [-0.2693, -8.0508, 0.8884], [-1.4955, -7.9931, -0.3828], [-1.6860, -5.7147, -1.5515], [-2.2412, -4.9732, -0.1438], [0.0145, -3.9676, -1.8088], [-1.4693, -3.1718, -1.0708], [-0.1347, -3.5819, -0.0957], [1.4675, -6.8550, 0.1755], [1.3405, -5.3351, -0.6325], [1.8883, -7.0887, -2.2848], [0.1876, -6.5933, -2.6276], [0.4531, -8.0778, -1.9178], [-1.7953, 4.1680, -4.8987], [-2.7446, 3.1684, -4.2402], [-3.5426, 3.6932, -3.0690], [-4.6151, 4.5559, -3.5402], [-5.4396, 5.1983, -2.4241], [-2.6230, 4.1541, -1.9912], [-1.5469, 3.1339, -1.5134], [-1.1972, 4.6129, -4.1035], [-2.2415, 4.9567, -5.5045], [-1.1364, 3.6337, -5.5831], [-3.2957, 2.6125, -4.9987], [-2.2423, 2.2918, -3.8311], [-4.1613, 5.3421, -4.1435], [-5.1982, 3.9290, -4.2149], [-4.8971, 5.8390, -1.7290], [-6.2163, 5.8045, -2.8903], [-5.9770, 4.4884, -1.7954], [-3.2234, 4.4768, -1.1406], [-2.1450, 5.0985, -2.2513], [-1.0838, 3.5249, -0.6075], [-0.8715, 2.7754, -2.2902], [-2.0601, 2.2306, -1.1835], [5.1367, -3.6908, 4.9041], [4.5821, -2.5984, 3.9886], [3.5525, -1.9973, 4.2597], [5.2610, -2.3479, 2.8706], [4.8751, -1.4291, 1.7936], [5.0294, -4.7210, 4.5645], [4.8155, -3.5323, 5.9335], [6.2142, -3.5392, 4.9695], [6.1725, -2.7722, 2.7742], [5.3449, -0.4471, 1.8492], [3.8179, -1.1881, 1.9042], [5.0190, -1.9868, 0.8682], [1.9971, -4.3846, 1.9884], [0.7821, -3.6957, 2.5915], [0.8829, -2.6240, 3.1903], [-0.3858, -4.3658, 2.5129], [-1.6444, -3.9339, 3.0910], [2.8782, -4.0027, 2.5041], [1.9674, -4.1340, 0.9280], [1.9151, -5.4625, 2.1285], [-0.3077, -5.1764, 1.9155], [-2.2624, -4.7561, 3.4520], [-2.1782, -3.5334, 2.2292], [-1.5626, -3.1733, 3.8675], [0.3816, 0.4380, -4.6263], [-0.7670, -0.4079, -5.0410], [-0.8821, -0.7491, -6.2372], [-1.6103, -0.8418, -4.1721], [-1.5734, -0.6825, -2.7352], [1.0410, 0.7123, -5.4497], [0.9187, -0.1246, -3.8627], [-0.0243, 1.3533, -4.1955], [-2.3579, -1.3332, -4.6409], [-1.7938, 0.3318, -2.4026], [-0.6323, -1.0286, -2.3079], [-2.3028, -1.3270, -2.2445], [-3.6241, -1.3080, 1.3239], [-4.7973, -1.5450, 2.2898], [-4.6423, -2.2074, 3.3219], [-5.9481, -0.9976, 1.9478], [-7.2240, -1.3022, 2.4929], [-3.8919, -0.6891, 0.4676], [-3.3349, -2.2499, 0.8578], [-2.7258, -0.8755, 1.7646], [-5.9246, -0.4859, 1.0773], [-7.3966, -0.7658, 3.4259], [-7.3663, -2.3747, 2.6257], [-7.9430, -1.0102, 1.7274], [4.2975, 3.1120, 1.9603], [4.1779, 2.2343, 3.2124], [3.2869, 1.3230, 3.2667], [5.0494, 2.3963, 4.1732], [5.1389, 1.5721, 5.3645], [4.5815, 2.5018, 1.1029], [5.1429, 3.7815, 2.1189], [3.3951, 3.6610, 1.6913], [5.5773, 3.2530, 4.0860], [4.2005, 1.5545, 5.9188], [5.9610, 1.9772, 5.9546], [5.3369, 0.5087, 5.2304], [-1.2777, 2.3732, 2.8761], [-1.5736, 1.0943, 3.6945], [-0.7011, 0.2188, 3.7876], [-2.7969, 0.9058, 4.1825], [-3.8434, 1.8845, 4.3027], [-0.1953, 2.4798, 2.9477], [-1.5638, 3.3323, 3.3077], [-1.6438, 2.1866, 1.8665], [-2.9754, 0.0116, 4.6169], [-3.7735, 2.4248, 5.2468], [-4.8638, 1.5036, 4.2620], [-3.7769, 2.5794, 3.4657]],
  "forces_ev_per_a": [[-0.10, -0.66, -1.30], [0.10, 1.94, -0.81], [-0.17, -0.21, -0.91], [0.00, 1.35, 0.66], [-0.04, -0.79, 2.39], [-0.17, -1.82, -1.21], [-1.67, -0.16, 0.18], [2.21, -0.11, 0.13], [-1.12, 0.44, -0.06], [0.48, -0.21, 0.27], [1.37, 0.75, 0.33], [-1.52, -0.66, 0.43], [0.69, -0.07, -0.33], [-0.15, -0.30, -0.98], [0.14, 1.07, 0.15], [-0.35, -0.02, 0.28], [-0.37, 0.23, -0.32], [0.32, -0.14, 0.13], [0.61, -0.05, -0.54], [0.23, -0.51, 0.76], [-0.19, -0.29, 0.06], [-0.46, 0.22, -0.18], [0.27, 0.44, -0.31], [0.37, -0.32, -0.18], [-0.02, 0.17, 0.07], [0.32, 0.09, -0.41], [-0.59, -0.52, 0.09], [0.27, -0.18, 0.12], [-0.26, -0.07, 0.18], [0.05, 0.00, 0.45], [0.63, -0.87, -1.20], [-0.41, 0.43, 1.85], [-1.07, 1.08, -1.02], [-0.28, -0.18, -0.10], [0.45, 0.09, 0.72], [-0.37, -1.12, 0.38], [-0.34, 0.50, 0.27], [0.18, 0.48, 0.39], [-0.13, 0.49, -0.25], [0.20, -0.31, -0.26], [-0.05, -0.32, -0.05], [-0.04, 0.14, -0.29], [0.16, -0.39, -0.30], [0.11, -0.60, 0.84], [-0.25, 0.30, -0.12], [0.14, -0.03, -0.61], [0.20, 0.07, -0.01], [0.40, -0.25, -0.21], [-0.16, -0.09, -0.35], [-0.16, -0.04, -0.27], [0.37, 0.51, -0.18], [0.34, -0.19, 0.66], [0.23, -0.50, 0.31], [-0.33, -0.28, 0.89], [1.22, -1.58, -0.53], [0.91, 0.33, 0.90], [-0.60, -0.15, -0.24], [-0.38, 0.22, -0.42], [-1.68, -0.01, -0.14], [0.23, 0.19, -0.27], [-0.36, -0.02, 0.26], [0.14, -0.06, 0.08], [-1.06, 0.66, -0.01], [0.83, 0.28, 0.13], [-0.20, 0.51, -0.26], [-0.35, 0.18, 0.13], [0.31, 0.05, -0.32], [0.02, 0.17, 0.01], [0.13, -0.37, -0.11], [-0.22, -0.47, 0.16], [0.47, 0.24, -0.39], [0.52, 0.10, -0.35], [0.37, 0.55, 0.21], [-0.20, -0.15, 0.06], [0.90, 0.86, 0.16], [0.65, -0.92, -0.08], [-1.11, 0.70, 0.61], [0.84, 0.22, -0.28], [-0.94, -0.34, 0.58], [-0.52, 0.20, -0.08], [-0.51, -0.25, -0.26], [0.24, -0.02, -0.16], [-0.21, -0.15, 0.05], [0.54, -0.30, -0.16], [-0.03, -0.32, -0.15], [0.10, 0.59, -0.14], [-0.80, 0.35, 0.26], [-0.74, -0.92, 0.66], [0.10, 1.19, 0.68], [1.84, 0.41, 0.88], [-0.52, 0.17, -1.20], [-0.04, 0.01, -0.35], [0.51, -0.06, 0.00], [0.09, 0.05, -0.18], [-0.65, -0.46, -0.39], [0.41, -0.15, 0.10], [-0.51, 0.40, 0.42], [0.37, -0.12, -0.24], [0.04, 0.25, 0.57], [2.45, 0.27, -4.65], [-0.14, 0.47, 0.96], [-2.50, -1.07, 2.32], [-0.11, -0.25, 0.48], [-0.27, -0.34, -0.03], [0.26, 0.37, 0.13], [0.20, 0.11, 0.35], [-0.12, -0.18, 0.41], [0.21, 0.08, -0.08], [0.18, 0.32, -0.19], [-0.28, -0.01, -0.39], [-0.37, 0.07, -0.48], [2.21, -0.91, 1.18], [-0.16, 0.39, -0.64], [0.07, 0.90, -1.63], [-0.89, -0.19, 0.03], [-0.14, 0.28, 0.08], [-0.02, -0.22, 0.29], [-0.19, -0.12, 0.33], [-0.17, -0.10, 0.17], [-0.19, -0.15, 0.00], [0.23, 0.02, 0.29], [-0.22, 0.19, 0.34], [0.64, -0.21, 0.81], [-2.76, -1.69, -1.87], [1.11, 1.01, 0.33], [0.71, 0.28, 0.33], [0.02, 0.10, 0.51], [-0.26, -0.30, 0.09], [-0.16, 0.37, -0.14], [0.00, -0.21, 0.29], [0.35, -0.34, 0.39], [0.00, 0.53, 0.17], [-0.31, -0.06, 0.21], [0.26, 0.09, -0.85], [0.76, -0.57, 1.38], [-0.32, 1.33, -0.79], [0.20, -0.32, 0.44], [-0.19, -0.74, 0.28], [-0.39, 1.06, -0.33], [0.10, -0.39, -0.84], [-0.96, -0.27, -0.06], [0.24, 0.33, -0.06], [0.18, -0.17, -0.01], [0.13, 0.16, -0.03], [0.30, -0.68, -0.08], [0.06, 0.14, 0.20]]
}

No. 2
{
  "formula": "C20H23N3O2S",
  "method": "ωB97M-V/def2-TZVPD",
  "lumo_energy_ev": 0.27,
  "charge": 0,
  "relative_energy_kcal_mol": 33.9,
  "gap_ev": 8.50,
  "smiles": "CCN(CC)Cc1ccc(C(=O)Nc2ccc3sc(CO)nc3c2)cc1",
  "elements": ["O", "N", "O", "S", "C", "C", "C", "C", "C", "C", "C", "C", "C", "C", "C", "C", "C", "C", "N", "N", "C", "C", "C", "C", "C", "C", "H", "H", "H", "H", "H", "H", "H", "H", "H", "H", "H", "H", "H", "H", "H", "H", "H", "H", "H", "H", "H", "H", "H"],
  "coordinates": [[2.3238, -1.1145, -0.7081], [3.8096, 5.0099, -2.7456], [4.1709, 7.0529, -4.5370], [6.3062, 4.2263, -2.5719], [1.4426, -0.2884, -0.5236], [5.0384, 5.3681, -3.0006], [5.2425, 2.0026, -1.3251], [-0.9238, 0.2212, 0.2078], [-0.3162, -2.0189, -0.4383], [4.1231, 1.2237, -0.9779], [2.6557, 2.9846, -1.8054], [-2.2379, -0.2243, 0.4851], [-1.6258, -2.4794, -0.1549], [3.7929, 3.7130, -2.1781], [5.0451, 3.1869, -1.9727], [0.0604, -0.7084, -0.1965], [2.8088, 1.7342, -1.1887], [-2.5763, -1.6045, 0.3937], [1.6742, 1.0488, -0.7585], [-3.8033, -2.8342, 2.0965], [5.3030, 6.6321, -3.7741], [-3.9480, -2.0765, 0.8441], [-4.5340, -5.1129, 1.4009], [-2.3441, -2.8959, 4.0172], [-4.7549, -3.9469, 2.3349], [-3.3699, -2.0738, 3.2679], [3.3405, 6.6885, -4.1726], [6.2632, 1.6815, -1.0867], [-0.6842, 1.2474, 0.3976], [0.3975, -2.7067, -0.8354], [4.2667, 0.2579, -0.4625], [1.7086, 3.4854, -1.9348], [-3.0158, 0.4939, 0.7641], [-1.8375, -3.5258, -0.2602], [0.8054, 1.5660, -0.7559], [5.4766, 7.4320, -3.0326], [6.2018, 6.5213, -4.4006], [-4.6794, -1.2346, 0.9577], [-4.3935, -2.7314, 0.0599], [-3.4519, -5.3291, 1.3340], [-4.8700, -4.8062, 0.4099], [-5.0651, -6.0127, 1.7153], [-2.7468, -3.8751, 4.3033], [-2.0600, -2.3479, 4.9273], [-1.4693, -3.0362, 3.4085], [-4.7063, -4.3234, 3.3603], [-5.7681, -3.4856, 2.1880], [-2.8781, -1.1362, 3.0029], [-4.1973, -1.8485, 3.9217]],
  "forces_ev_per_a": [[-0.20, 0.04, 0.42], [0.93, -0.62, -0.09], [0.29, -0.36, -0.15], [-0.75, 0.57, -0.04], [1.79, -0.54, -1.12], [-1.06, -0.53, -0.38], [-0.51, -1.77, 0.61], [-0.97, -1.58, 0.33], [-1.37, -0.41, 0.44], [0.32, 0.21, 0.43], [0.50, 0.15, 0.34], [0.69, -0.58, -0.27], [0.90, 1.26, 0.66], [-0.70, 0.85, -0.20], [1.12, 0.24, -0.05], [-1.23, 1.16, 0.03], [1.28, 0.16, -0.43], [0.24, 1.20, -0.66], [-1.76, 0.03, 0.51], [0.41, -0.39, -0.42], [-0.76, 0.67, 0.65], [-0.59, -0.52, 0.28], [0.52, 0.22, -0.50], [-0.25, 0.24, 0.95], [-0.54, 1.57, -0.13], [0.32, -0.91, -0.47], [0.80, -0.07, 0.11], [-0.54, -0.13, -0.13], [0.05, 0.43, 0.01], [0.44, -0.25, -0.13], [-0.22, 0.73, -0.46], [-0.31, -0.24, -0.01], [0.36, -0.26, 0.09], [-0.20, -0.31, -0.13], [0.42, 0.32, -0.16], [0.39, -0.23, -0.15], [-0.52, 0.10, 0.01], [0.60, -0.21, -0.11], [0.40, 0.29, 0.58], [-0.47, -0.01, 0.11], [0.01, -0.42, -0.16], [-0.06, 0.13, -0.07], [0.15, 0.19, -0.01], [0.06, -0.31, -0.07], [0.40, -0.13, -0.28], [0.23, 0.51, 0.02], [0.27, -0.78, 0.25], [-0.30, -0.01, -0.38], [-0.60, 0.30, 0.34]]
}